Here is one molecule with the formula C5H7N3 at a distorted geometry from the OMol25 dataset. Energies are from ωB97M-V with the def2-TZVPD basis set.

Properties
- Lowest unoccupied orbital energy: 0.16 eV
- Orbital gap: 0.38354 hartree
- SMILES: C[C@@H]1N=N[C@@]1(C)C#N
- Relative energy (zero: lowest compared OMol25 entry of this formula, charge and spin): 370.3 kJ/mol

XYZ file:
```
15
Properties=species:S:1:pos:R:3:mulliken_charge:R:1
C -0.239 -1.662 0.706 -1.255
N 0.050 1.830 0.711 -0.406
H 2.184 1.612 -0.942 0.386
N -0.470 0.907 1.426 -0.263
C 1.603 0.690 -0.852 -1.359
C -0.722 -0.083 0.379 1.164
H 0.074 -1.525 1.744 0.350
C -2.127 -0.126 0.122 -0.340
H 1.993 0.138 -0.025 0.376
N -3.221 -0.082 -0.201 -0.435
H -1.048 -2.320 0.575 0.448
H 0.621 -1.853 -0.029 0.269
H 1.680 0.130 -1.783 0.297
C 0.099 1.002 -0.493 0.265
H -0.477 1.341 -1.336 0.501
```